Here is a cluster of 2 separate species, C4H8FN in total at a distorted geometry from the Open Molecules 2025 dataset. Energies are from ωB97M-V with the def2-TZVPD basis set.

Values from the calculation:
ΔE to the lowest compared entry with this formula, charge and spin: 45.0 kcal per mole
Total charge: 0
Molecular weight: 89.11 g mol⁻¹
SMILES string: [H]/N=C\F.C=CC
HOMO-LUMO gap: 10.77 eV

Element x y z (Å)
H 1.81441 -0.96849 -1.87456
N 1.50842 -0.03431 -1.76933
C 1.68049 0.75884 -0.84714
F 2.62036 0.44264 0.11713
H 1.20897 1.63933 -0.57360
C -0.11636 0.29168 1.38133
C -0.68504 -0.65797 0.69465
C -1.80080 -0.36654 -0.24033
H 0.75157 0.14610 2.05394
H -0.65523 1.17330 1.50861
H -0.33380 -1.62079 0.79654
H -2.63517 -0.35634 0.36699
H -1.60489 0.59562 -0.58706
H -1.75292 -1.04306 -1.02717

Just the natural (NBO) charges please, in e? Sure, here they are: atom 1 (H): 0.39, atom 2 (N): -0.70, atom 3 (C): 0.52, atom 4 (F): -0.38, atom 5 (H): 0.17, atom 6 (C): -0.44, atom 7 (C): -0.13, atom 8 (C): -0.65, atom 9 (H): 0.21, atom 10 (H): 0.18, atom 11 (H): 0.19, atom 12 (H): 0.22, atom 13 (H): 0.21, atom 14 (H): 0.22



Here is a structure of composition C52H60AsClFeO2P4 at a distorted geometry from the Open Molecules 2025 dataset. Energies are from ωB97M-V with the def2-TZVPD basis set.

Values from the calculation:
ΔE to the lowest compared entry with this formula, charge and spin: 21.0 kcal per mole
Total charge: +3
Molecular weight: 1007.17 g mol⁻¹
Multiplicity: 6
HOMO-LUMO gap (alpha / beta): 9.32 / 5.96 eV

Element x y z (Å)
Fe -0.51041 0.35794 1.13912
Cl -2.61729 0.54804 2.41476
C -3.51768 -0.93378 2.57223
C -4.33864 -1.15969 3.65786
C -4.97411 -2.39228 3.75055
C -4.79842 -3.35459 2.76847
C -3.98446 -3.10570 1.67476
C -3.33432 -1.88043 1.56806
P -2.24055 -1.38466 0.18820
C -1.97329 -2.91567 -0.73198
C -2.45039 -3.13390 -2.02173
C -2.22138 -4.35458 -2.63152
C -1.49343 -5.34231 -1.98424
C -0.99617 -5.11649 -0.70757
C -1.22883 -3.90674 -0.08698
C -3.38599 -0.36377 -0.78734
C -3.07490 0.95433 -1.10418
C -3.97664 1.71722 -1.82760
C -5.18286 1.16300 -2.23223
C -5.49619 -0.14776 -1.90619
C -4.60709 -0.91339 -1.17377
H -4.47933 -0.40663 4.41453
H -5.60018 -2.59738 4.60384
H -5.29487 -4.30932 2.85511
H -3.84849 -3.85210 0.90509
H -3.01496 -2.37288 -2.53802
H -2.61931 -4.53567 -3.61745
H -1.31239 -6.28756 -2.46974
H -0.43465 -5.88477 -0.19858
H -0.85443 -3.71842 0.91021
H -2.11541 1.36927 -0.78818
H -3.75135 2.74500 -2.07237
H -5.88409 1.75678 -2.79747
H -6.43610 -0.57697 -2.21781
H -4.85626 -1.93185 -0.89933
O 0.02376 -0.66210 -0.85234
P 0.82948 -0.64565 -2.13071
C 1.22145 1.11182 -2.55502
P 1.54335 2.22108 -1.10692
O 0.54488 1.95626 -0.00032
C 1.31249 3.93679 -1.64693
C 2.36533 4.84521 -1.63325
C 2.12240 6.17859 -1.92254
C 0.83769 6.60450 -2.21935
C -0.21431 5.69813 -2.23740
C 0.02399 4.36422 -1.95365
C 3.24674 2.06139 -0.52351
C 3.56223 2.71789 0.66662
C 4.86035 2.71467 1.14411
C 5.84980 2.04091 0.44203
C 5.54013 1.38988 -0.74101
C 4.24658 1.40848 -1.23278
C -0.14788 -1.30645 -3.51040
C -1.31060 -0.65913 -3.91775
C -2.06086 -1.17729 -4.95812
C -1.66272 -2.34967 -5.58308
C -0.52072 -3.01114 -5.16086
C 0.24003 -2.49015 -4.12931
C 2.28888 -1.70438 -1.98007
C 2.18378 -2.79523 -1.11838
C 3.21472 -3.71445 -1.03367
C 4.35617 -3.54163 -1.80154
C 4.45261 -2.47138 -2.67759
C 3.41370 -1.56099 -2.78368
H 0.31032 1.50578 -3.01831
H 2.01553 1.18811 -3.29494
H 3.36743 4.51639 -1.40392
H 2.93931 6.88388 -1.90312
H 0.65348 7.64466 -2.43470
H -1.21487 6.03427 -2.46265
H -0.78581 3.64557 -1.97169
H 2.77540 3.22501 1.20993
H 5.10429 3.24181 2.05394
H 6.86032 2.02906 0.81443
H 6.31412 0.88256 -1.29595
H 4.02404 0.92843 -2.17045
H -1.63564 0.24244 -3.41459
H -2.95441 -0.66855 -5.28783
H -2.24218 -2.74489 -6.40199
H -0.21357 -3.92728 -5.64237
H 1.13807 -2.99733 -3.81011
H 1.27829 -2.92379 -0.53927
H 3.12703 -4.57277 -0.38326
H 5.16540 -4.24992 -1.72892
H 5.32797 -2.35527 -3.29671
H 3.47207 -0.76202 -3.50770
C 3.86835 -1.38580 2.13818
C 2.69705 -0.57567 1.59193
P 1.12914 -0.60625 2.57715
C 1.63723 0.35846 4.07586
C 0.58626 0.42228 5.17558
C 1.01996 -2.36081 3.17033
C -0.34641 -2.74998 3.72473
H 4.73524 -1.22405 1.49758
H 3.65185 -2.45052 2.13994
H 4.14364 -1.07286 3.14292
H 2.45578 -0.91945 0.58131
H 2.98122 0.47784 1.51747
H 1.86697 1.37158 3.72604
H 2.55744 -0.08666 4.46552
H -0.36868 0.77709 4.78196
H 0.91681 1.10288 5.95770
H 0.43350 -0.54855 5.63798
H 1.78871 -2.51091 3.93307
H 1.25854 -3.00053 2.31597
H -0.59169 -2.20147 4.62952
H -0.34219 -3.80884 3.97700
H -1.13653 -2.57030 2.99368
C 0.52149 4.38290 2.72871
As -0.90999 3.06712 2.40993
C -2.01946 4.09737 1.17267
C -1.96940 3.31913 4.04975
H 0.07679 5.27022 3.18423
H 0.98772 4.67293 1.78789
H 1.28507 4.00012 3.40670
H -2.17628 5.08749 1.60718
H -2.98948 3.62916 1.00922
H -1.50876 4.21510 0.22043
H -2.04045 4.38829 4.24428
H -1.50789 2.84777 4.91418
H -2.97677 2.92629 3.93254

Mulliken population analysis, charges in e, atoms 1 to 99: atom 1 (Fe): 1.55, atom 2 (Cl): -0.17, atom 3 (C): 0.16, atom 4 (C): -0.67, atom 5 (C): -0.69, atom 6 (C): -0.79, atom 7 (C): -0.62, atom 8 (C): 0.58, atom 9 (P): 0.46, atom 10 (C): 1.12, atom 11 (C): -0.96, atom 12 (C): -0.82, atom 13 (C): -0.94, atom 14 (C): -0.83, atom 15 (C): -1.01, atom 16 (C): 0.58, atom 17 (C): 0.05, atom 18 (C): -0.48, atom 19 (C): -0.99, atom 20 (C): -0.98, atom 21 (C): -0.58, atom 22 (H): 0.57, atom 23 (H): 0.46, atom 24 (H): 0.48, atom 25 (H): 0.53, atom 26 (H): 0.58, atom 27 (H): 0.53, atom 28 (H): 0.46, atom 29 (H): 0.53, atom 30 (H): 0.60, atom 31 (H): 0.02, atom 32 (H): 0.57, atom 33 (H): 0.51, atom 34 (H): 0.51, atom 35 (H): 0.53, atom 36 (O): 1.05, atom 37 (P): 0.96, atom 38 (C): -2.09, atom 39 (P): 0.39, atom 40 (O): 0.84, atom 41 (C): 0.77, atom 42 (C): -0.70, atom 43 (C): -0.78, atom 44 (C): -0.69, atom 45 (C): -0.63, atom 46 (C): -0.76, atom 47 (C): 0.77, atom 48 (C): -0.85, atom 49 (C): -0.61, atom 50 (C): -0.87, atom 51 (C): -0.75, atom 52 (C): -0.60, atom 53 (C): 1.41, atom 54 (C): -0.55, atom 55 (C): -0.76, atom 56 (C): -0.64, atom 57 (C): -1.08, atom 58 (C): -0.49, atom 59 (C): 0.74, atom 60 (C): -0.24, atom 61 (C): -0.65, atom 62 (C): -0.88, atom 63 (C): -0.91, atom 64 (C): -0.94, atom 65 (H): 0.79, atom 66 (H): 0.87, atom 67 (H): 0.47, atom 68 (H): 0.48, atom 69 (H): 0.43, atom 70 (H): 0.46, atom 71 (H): 0.46, atom 72 (H): 0.34, atom 73 (H): 0.50, atom 74 (H): 0.44, atom 75 (H): 0.50, atom 76 (H): 0.39, atom 77 (H): 0.15, atom 78 (H): 0.52, atom 79 (H): 0.47, atom 80 (H): 0.50, atom 81 (H): 0.52, atom 82 (H): 0.22, atom 83 (H): 0.53, atom 84 (H): 0.48, atom 85 (H): 0.53, atom 86 (H): 0.58, atom 87 (C): -1.68, atom 88 (C): 1.08, atom 89 (P): 0.58, atom 90 (C): -0.41, atom 91 (C): -1.23, atom 92 (C): -0.68, atom 93 (C): -1.16, atom 94 (H): 0.43, atom 95 (H): 0.37, atom 96 (H): 0.37, atom 97 (H): -0.56, atom 98 (H): -0.60, atom 99 (H): 0.18



Here is an isolated molecule of C4H6O2 from the Open Molecules 2025 dataset. Energies are from ωB97M-V with the def2-TZVPD basis set.

Values from the calculation:
ΔE to the lowest compared entry with this formula, charge and spin: 26.2 kcal per mole
Total charge: 0
Molecular weight: 86.09 g mol⁻¹
SMILES string: CC(C=O)C=O
HOMO-LUMO gap: 10.57 eV

Element x y z (Å)
C -1.25828 -0.31485 -0.35912
C 0.24640 -0.14408 -0.38068
C 0.61059 1.31817 -0.19779
O 1.74204 1.67952 -0.01094
C 0.88266 -0.85043 0.81584
O 0.23446 -1.49747 1.59482
H -1.58163 -1.27930 -0.75281
H -1.57286 -0.20189 0.69238
H -1.74719 0.44012 -0.98115
H 0.74158 -0.53397 -1.28523
H -0.20370 2.06703 -0.12902
H 1.97445 -0.71156 0.93218

Just the natural (NBO) charges please, in e? Sure, here they are: atom 1 (C): -0.61, atom 2 (C): -0.45, atom 3 (C): 0.45, atom 4 (O): -0.51, atom 5 (C): 0.45, atom 6 (O): -0.51, atom 7 (H): 0.23, atom 8 (H): 0.23, atom 9 (H): 0.21, atom 10 (H): 0.25, atom 11 (H): 0.12, atom 12 (H): 0.14



Here is an isolated molecule of C4H7N3O2 at a distorted geometry from the Open Molecules 2025 dataset. Energies are from ωB97M-V with the def2-TZVPD basis set.

Values from the calculation:
ΔE to the lowest compared entry with this formula, charge and spin: 128.7 kcal per mole
Total charge: 0
Molecular weight: 129.12 g mol⁻¹
SMILES string: N/C(=C/C=O)NNC=O
HOMO-LUMO gap: 9.00 eV

Element x y z (Å)
N 0.57822 -1.60452 0.52634
C -0.22418 -0.63179 0.06295
C -1.40053 -1.18676 -0.68382
C -2.48552 -0.26438 -0.32210
O -2.30494 0.99429 -0.28106
N 0.07061 0.81018 0.18971
N 1.18766 1.36726 0.55146
C 2.22390 1.55584 -0.42294
O 3.28413 2.14274 -0.21674
H 0.32717 -2.68295 0.37415
H 1.63324 -1.70631 0.46486
H -1.81669 -2.14476 -0.73844
H -3.65254 -0.59080 -0.25590
H -0.68599 1.42523 0.40884
H 1.71431 1.33237 1.59559
H 1.55116 1.18437 -1.25292

Just the natural (NBO) charges please, in e? Sure, here they are: atom 1 (N): -0.81, atom 2 (C): 0.47, atom 3 (C): -0.50, atom 4 (C): 0.35, atom 5 (O): -0.67, atom 6 (N): -0.44, atom 7 (N): -0.47, atom 8 (C): 0.51, atom 9 (O): -0.56, atom 10 (H): 0.42, atom 11 (H): 0.41, atom 12 (H): 0.22, atom 13 (H): 0.13, atom 14 (H): 0.45, atom 15 (H): 0.36, atom 16 (H): 0.13



Here is a cluster of 2 separate species, C5H9Br2N4 in total at a distorted geometry from the Open Molecules 2025 dataset. Energies are from ωB97M-V with the def2-TZVPD basis set.

Values from the calculation:
ΔE to the lowest compared entry with this formula, charge and spin: 74.8 kcal per mole
Total charge: +1
Molecular weight: 284.96 g mol⁻¹
HOMO-LUMO gap: 5.63 eV

Element x y z (Å)
C -0.11606 -0.25511 -0.50817
C 1.16248 -0.60478 -2.54142
C -0.24598 -0.53038 -1.98375
C -2.00122 1.60666 1.98556
C -0.87341 0.66995 1.53843
N 1.00816 -0.54656 0.15906
N 2.11100 -1.04029 -1.76376
N -1.15124 0.29477 0.18238
N 2.01016 -1.03956 -0.46468
Br 1.62361 -0.21710 -4.25490
Br 4.14135 -2.27006 1.57434
H -0.57728 -1.51254 -2.04262
H -0.92133 0.12913 -2.54114
H -2.75243 0.93547 2.29100
H -1.69245 2.17452 2.95393
H -2.09630 2.32579 1.13093
H 0.12052 1.08980 1.52632
H -0.78074 -0.16094 2.12011
H -1.95217 0.71659 -0.30222
H 2.98336 -1.76535 0.94061

Just the natural (NBO) charges please, in e? Sure, here they are: atom 1 (C): 0.54, atom 2 (C): 0.27, atom 3 (C): -0.59, atom 4 (C): -0.63, atom 5 (C): -0.24, atom 6 (N): -0.30, atom 7 (N): -0.31, atom 8 (N): -0.43, atom 9 (N): 0.15, atom 10 (Br): 0.35, atom 11 (Br): -0.21, atom 12 (H): 0.31, atom 13 (H): 0.29, atom 14 (H): 0.23, atom 15 (H): 0.26, atom 16 (H): 0.21, atom 17 (H): 0.22, atom 18 (H): 0.23, atom 19 (H): 0.44, atom 20 (H): 0.19



Here is a cluster of 2 separate species, C9H13N2 in total at a distorted geometry from the Open Molecules 2025 dataset. Energies are from ωB97M-V with the def2-TZVPD basis set.

Values from the calculation:
ΔE to the lowest compared entry with this formula, charge and spin: 7.4 kcal per mole
Total charge: +1
Molecular weight: 149.22 g mol⁻¹
HOMO-LUMO gap: 9.27 eV

Element x y z (Å)
C 3.07386 -0.25252 0.26913
C 2.48454 -1.38154 -0.23582
C 2.32854 0.91064 0.28268
C 1.11704 -1.42621 -0.49276
C 1.00018 0.90604 0.09352
C 0.38303 -0.27212 -0.35132
C 0.02150 1.99291 0.13857
C -0.94557 0.06001 -0.74217
C -1.96252 -0.81814 -1.33675
N -2.08098 -0.42875 1.59030
N -1.09633 1.32688 -0.51773
H 4.15897 -0.14033 0.32415
H 3.02909 -2.27395 -0.50616
H 2.71835 1.98268 0.45792
H 0.74361 -2.30075 -0.86806
H -0.33482 2.00321 1.19337
H 0.27238 3.03405 -0.17312
H -1.82631 -0.82271 -2.43688
H -2.93277 -0.56830 -0.86686
H -1.55158 -1.82401 -1.08235
H -1.39412 -0.91024 2.28782
H -2.76355 -1.07949 1.52811
H -2.48900 0.37743 2.08058
H -1.95354 1.90522 -0.63615

Just the natural (NBO) charges please, in e? Sure, here they are: atom 1 (C): -0.16, atom 2 (C): -0.18, atom 3 (C): -0.17, atom 4 (C): -0.15, atom 5 (C): 0.00, atom 6 (C): -0.16, atom 7 (C): -0.26, atom 8 (C): 0.51, atom 9 (C): -0.69, atom 10 (N): -1.09, atom 11 (N): -0.46, atom 12 (H): 0.24, atom 13 (H): 0.24, atom 14 (H): 0.23, atom 15 (H): 0.22, atom 16 (H): 0.25, atom 17 (H): 0.27, atom 18 (H): 0.28, atom 19 (H): 0.27, atom 20 (H): 0.25, atom 21 (H): 0.38, atom 22 (H): 0.36, atom 23 (H): 0.37, atom 24 (H): 0.44



What is the formula in the second record? C52H60AsClFeO2P4



What is the ΔE to the lowest compared entry with this formula, charge and spin in the fourth record? 128.7 kcal per mole



Look up the total charge of the sixth one. +1



Copy entry 3 word for word.
Here is an isolated molecule of C4H6O2 from the Open Molecules 2025 dataset. Energies are from ωB97M-V with the def2-TZVPD basis set.

Values from the calculation:
ΔE to the lowest compared entry with this formula, charge and spin: 26.2 kcal per mole
Total charge: 0
Molecular weight: 86.09 g mol⁻¹
SMILES string: CC(C=O)C=O
HOMO-LUMO gap: 10.57 eV

Element x y z (Å)
C -1.25828 -0.31485 -0.35912
C 0.24640 -0.14408 -0.38068
C 0.61059 1.31817 -0.19779
O 1.74204 1.67952 -0.01094
C 0.88266 -0.85043 0.81584
O 0.23446 -1.49747 1.59482
H -1.58163 -1.27930 -0.75281
H -1.57286 -0.20189 0.69238
H -1.74719 0.44012 -0.98115
H 0.74158 -0.53397 -1.28523
H -0.20370 2.06703 -0.12902
H 1.97445 -0.71156 0.93218

Just the natural (NBO) charges please, in e? Sure, here they are: atom 1 (C): -0.61, atom 2 (C): -0.45, atom 3 (C): 0.45, atom 4 (O): -0.51, atom 5 (C): 0.45, atom 6 (O): -0.51, atom 7 (H): 0.23, atom 8 (H): 0.23, atom 9 (H): 0.21, atom 10 (H): 0.25, atom 11 (H): 0.12, atom 12 (H): 0.14